# C3H6O2

A 2-piece molecular cluster, C3H6O2 overall at a distorted geometry (ωB97M-V with the def2-TZVPD basis set, the Open Molecules 2025 dataset).

Calculated values
E	-268.3220	Ha
E_HOMO	-9.919	eV
structure (SMILES)	O=CO.C=C

XYZ file:
```
11
C3H6O2 ωB97M-V with the def2-TZVPD basis set
C -0.609 -3.132 4.220
C -1.506 -3.684 3.399
H 0.004 -2.304 3.870
H -0.280 -3.574 5.154
H -1.921 -3.229 2.512
H -1.753 -4.724 3.575
O 0.084 4.441 -3.754
C 1.179 4.160 -4.097
O 1.461 3.578 -5.379
H 2.136 4.109 -3.593
H 1.206 4.359 -5.907
```

Taken from the Mulliken analysis, the atomic charges in e are: -0.440 -0.434 0.209 0.224 0.239 0.202 -0.390 0.218 -0.445 0.307 0.310

=====

# C3H6O2

C3H6O2 as an isolated structure at a distorted geometry (ωB97M-V with the def2-TZVPD basis set, the Open Molecules 2025 dataset).

Calculated values
E	-268.3166	Ha
E_HOMO	-9.529	eV

XYZ file:
```
11
C3H6O2 ωB97M-V with the def2-TZVPD basis set
C 0.966 0.993 0.501
C 0.097 -0.187 0.363
O -0.391 -0.720 1.371
C -0.490 -0.661 -0.949
O -1.806 -0.576 -0.480
H 1.165 1.165 1.557
H 0.431 1.858 0.084
H 1.879 0.851 -0.077
H -0.194 -1.697 -1.201
H -0.180 -0.021 -1.797
H -1.477 -1.006 0.628
```

Taken from the Mulliken analysis, the atomic charges in e are: -1.138 0.792 -0.544 -0.350 -0.651 0.325 0.310 0.329 0.223 0.276 0.427

=====

# C3H6O2

A 2-piece molecular cluster, C3H6O2 overall at a distorted geometry (ωB97M-V with the def2-TZVPD basis set, the Open Molecules 2025 dataset).

Calculated values
E	-268.2981	Ha
E_HOMO	-10.191	eV
structure (SMILES)	CC=O.C=O

XYZ file:
```
11
C3H6O2 ωB97M-V with the def2-TZVPD basis set
O 1.494 -2.375 -2.110
C 0.266 -2.414 -1.934
H -0.217 -1.534 -1.429
H -0.271 -3.311 -2.125
O -1.963 1.175 1.300
C -0.776 1.396 1.690
C 0.346 1.254 0.694
H -0.603 2.123 2.465
H 0.814 2.177 0.518
H 1.136 0.727 0.991
H -0.226 0.781 -0.061
```

Taken from the Mulliken analysis, the atomic charges in e are: -0.407 0.042 0.101 0.266 -0.499 0.193 -0.847 0.309 0.295 0.376 0.170

=====

For each record above, in turn, the calculated orbital gap values are 10.7; 10.1; 10.7 eV.
For each record above, in turn, the calculated energy above the lowest of the compared OMol25 structures with the same formula, charge and spin values are 2.2637; 2.4119; 2.9150 eV.